1.
# C24H21O

A cluster of 2 separate species, C24H21O in total (ωB97M-V/def2-TZVPD, OMol25).

XYZ file:
```
46
C24H21O (ωB97M-V/def2-TZVPD)
C -1.90864 0.34973 -1.17639
C -1.44578 1.47468 -0.24016
C -1.50632 1.05530 1.07519
C -1.96522 -0.33718 1.10615
C -2.28391 -0.73560 -0.17386
H -2.70817 0.62858 -1.87321
H -1.08371 -0.01597 -1.81426
H -1.06723 2.42142 -0.63169
H -1.25993 1.62302 1.97378
H -2.09330 -0.90269 2.01649
H -2.53105 -1.74413 -0.51201
C -2.95025 -4.24411 -7.98325
C -3.81648 -5.02318 -7.21492
C -4.90922 -4.43983 -6.56623
C -5.11179 -3.06914 -6.70846
O -6.07335 -2.44180 -5.90849
C -5.86514 -2.40297 -4.53473
C -5.44921 -1.17648 -3.98752
C -5.04742 -1.13105 -2.66932
C -5.13901 -2.26734 -1.80558
C -4.68750 -2.09478 -0.46492
C -4.75851 -3.00759 0.63449
C -4.63708 -2.49983 1.96602
C -4.81061 -3.31879 3.07087
C -5.16449 -4.67152 2.89606
C -5.24257 -5.20636 1.59821
C -4.95226 -4.41343 0.48740
C -5.73587 -3.43424 -2.36433
C -6.02815 -3.53094 -3.72057
C -4.31032 -2.28503 -7.54835
C -3.20059 -2.88101 -8.15280
H -2.07755 -4.69680 -8.45481
H -3.64705 -6.09391 -7.09412
H -5.58451 -5.02256 -5.93715
H -5.42860 -0.30236 -4.63788
H -4.73226 -0.16761 -2.26170
H -4.49293 -1.05668 -0.19262
H -4.46326 -1.42673 2.10592
H -4.71391 -2.91120 4.08329
H -5.37128 -5.30847 3.75818
H -5.54817 -6.24909 1.44200
H -4.90947 -4.87682 -0.49806
H -6.04432 -4.23992 -1.71126
H -6.41866 -4.47123 -4.12166
H -4.54065 -1.22585 -7.66934
H -2.53513 -2.26339 -8.75640
```

Properties
Total energy = -1002.037596 Eh
LUMO = -5.68 eV
Net charge = +1

2.
# C3H8FIP

The ion C3H8FIP with charge +1 (ωB97M-V/def2-TZVPD, OMol25).

XYZ file:
```
14
C3H8FIP (ωB97M-V/def2-TZVPD)
F 1.41569 -0.58224 1.94456
P 1.98225 -0.38092 0.38086
C 0.66551 0.35242 -0.73400
C -0.68089 0.77643 0.07020
C -1.87613 -0.25291 -0.18355
I -2.77377 -1.00519 1.68283
H 2.25618 -1.72152 -0.08147
H 3.24408 0.29590 0.33721
H 1.03746 1.20362 -1.39532
H 0.36042 -0.48419 -1.45784
H -0.90940 1.84290 -0.26678
H -0.51321 0.83484 1.19285
H -1.52646 -1.18412 -0.73193
H -2.68171 0.30499 -0.75762
```

Properties
Total energy = -857.704551 Eh
LUMO = -5.35 eV
Net charge = +1

3.
# C5H8NP

The molecule C5H8NP (ωB97M-V/def2-TZVPD, OMol25).

XYZ file:
```
15
C5H8NP (ωB97M-V/def2-TZVPD)
C -1.42864 -1.85090 -1.22161
C -0.87577 -0.49051 -0.98017
C -0.16142 -0.19385 0.24133
C 0.30572 1.06975 0.27308
C 1.13053 1.67323 1.35314
P -0.33671 1.99444 -1.16324
N -1.00313 0.42855 -1.86591
H -2.28928 -2.00418 -0.57160
H -0.69016 -2.61385 -0.98073
H -1.74766 -1.95074 -2.25477
H -0.00272 -0.94253 1.00222
H 2.04822 1.09857 1.47175
H 0.59694 1.64300 2.30248
H 1.39009 2.70076 1.11622
H 0.86411 1.95580 -1.88539
```

Properties
Total energy = -591.402495 Eh
LUMO = 0.74 eV
SMILES = Cc1cc(C)[pH]n1

4.
# C30H60Br30

A cluster of 15 separate species, C30H60Br30 in total (ωB97M-V/def2-TZVPD, OMol25).

XYZ file:
```
120
C30H60Br30 (ωB97M-V/def2-TZVPD)
Br -5.42677 -2.56799 -6.46958
C -4.01289 -1.41276 -7.06942
C -2.77447 -1.97665 -6.45052
Br -1.26341 -0.97005 -6.96146
H -4.29175 -0.39961 -6.82359
H -3.93722 -1.46463 -8.13699
H -2.57743 -2.98997 -6.76864
H -2.92546 -1.87628 -5.37731
Br 2.71751 -1.19975 6.02199
C 1.08166 -2.06214 5.58551
C 0.08983 -2.09623 6.74189
Br -1.30955 -3.24775 6.11726
H 1.31656 -3.08133 5.27678
H 0.58111 -1.62563 4.72860
H -0.26012 -1.10492 6.98789
H 0.61712 -2.41455 7.61977
Br -1.92349 -1.38515 3.07765
C -3.48711 -2.50609 2.82496
C -3.05134 -3.67457 2.07627
Br -4.53144 -4.82550 1.69373
H -4.17208 -1.85261 2.30243
H -3.79770 -2.76696 3.83177
H -2.26673 -4.20740 2.59159
H -2.58261 -3.37632 1.14157
Br 5.54215 -1.62051 3.62347
C 3.97836 -1.78847 2.52474
C 3.62732 -3.22135 2.37720
Br 2.00496 -3.27476 1.35893
H 4.22996 -1.35776 1.56850
H 3.21063 -1.21324 3.04187
H 3.48178 -3.66317 3.34685
H 4.36652 -3.80551 1.84459
Br -1.60894 2.67228 -4.98190
C -0.26393 2.05514 -3.81049
C 0.72009 3.11607 -3.50474
Br 2.12351 2.29289 -2.59457
H 0.22068 1.21913 -4.27193
H -0.65589 1.75750 -2.85409
H 0.21108 3.82525 -2.88094
H 1.01348 3.51832 -4.46732
Br 4.74496 2.01501 4.27969
C 3.89654 3.56337 3.63232
C 2.82217 3.93412 4.60387
Br 1.86618 5.42184 3.90633
H 3.29832 3.36115 2.75234
H 4.58544 4.40174 3.54702
H 3.37040 4.18907 5.49332
H 2.13793 3.11093 4.72693
Br -2.47078 -7.03222 -3.89782
C -2.72237 -5.20713 -3.65337
C -3.84497 -4.94754 -2.70874
Br -3.81683 -3.01539 -2.35729
H -2.96744 -4.77218 -4.62120
H -1.82917 -4.77531 -3.23684
H -3.74360 -5.51983 -1.81135
H -4.81471 -5.20474 -3.11056
Br -5.26911 -0.08934 -0.52881
C -4.82877 0.63324 -2.24627
C -5.79005 0.25411 -3.25070
Br -5.28989 1.22825 -4.85606
H -3.82622 0.30493 -2.49151
H -4.85518 1.71738 -2.17067
H -6.81817 0.52716 -3.12392
H -5.77182 -0.80459 -3.48400
Br 3.22114 -6.07470 -3.26429
C 1.33183 -6.00885 -2.90238
C 1.22540 -5.62700 -1.45211
Br -0.59983 -5.60435 -0.87175
H 1.00304 -7.00484 -3.16151
H 0.88633 -5.25980 -3.55507
H 1.64471 -4.65338 -1.26398
H 1.72675 -6.42947 -0.91771
Br -0.51757 -0.73515 -1.51926
C -0.30632 -0.24581 0.31914
C 0.75306 0.78170 0.38092
Br 1.05027 1.14193 2.20377
H -0.02485 -1.12914 0.84888
H -1.20126 0.20880 0.72200
H 0.60092 1.66093 -0.22745
H 1.68383 0.52963 -0.09706
Br 5.87137 2.15509 0.23045
C 7.45072 1.22486 0.72305
C 8.43779 1.21066 -0.38373
Br 9.89876 0.20596 0.27641
H 7.11497 0.25259 1.01214
H 7.94258 1.79240 1.47874
H 8.74308 2.20198 -0.73525
H 7.91722 0.75075 -1.19549
Br 2.08359 -2.83505 -5.26550
C 3.13400 -1.70591 -4.12938
C 3.02148 -2.09596 -2.69847
Br 4.10962 -0.82061 -1.71091
H 2.81764 -0.66653 -4.17941
H 4.19270 -1.82954 -4.33895
H 3.35041 -3.10407 -2.55450
H 1.98842 -2.04054 -2.38405
Br -3.73363 4.99867 5.54186
C -3.11048 3.23947 6.04241
C -1.68078 3.17879 5.60754
Br -0.91451 1.50491 6.03260
H -3.72085 2.50283 5.52808
H -3.25640 3.18618 7.12059
H -1.11860 3.92960 6.14253
H -1.52132 3.28500 4.53115
Br -2.13491 2.92475 -0.30666
C -3.75791 3.72267 0.25840
C -3.90656 3.84172 1.74156
Br -4.18585 2.13686 2.59185
H -4.60141 3.15284 -0.11073
H -3.72607 4.76259 -0.07643
H -4.73789 4.52636 1.91849
H -3.06675 4.32135 2.22147
Br 1.36194 4.87342 -0.00607
C 0.67429 6.68568 0.18243
C 0.98656 7.45912 -1.06059
Br -0.03386 7.00118 -2.56953
H 1.23348 7.16077 0.98218
H -0.40929 6.73807 0.20287
H 2.03495 7.42212 -1.35634
H 0.69718 8.47755 -0.82202
```

Properties
Total energy = -78399.533469 Eh
LUMO = 0.06 eV

5.
# C6H6N4

The ion C6H6N4 with charge +2 (ωB97M-V/def2-TZVPD, OMol25).

XYZ file:
```
16
C6H6N4 (ωB97M-V/def2-TZVPD)
C -1.20863 1.03377 3.25445
C -1.60245 -0.11640 2.86721
C -0.17543 -0.30571 -1.87828
C 1.85146 0.47256 -0.69133
C -0.37706 -1.14936 -2.95784
C 0.22012 0.32730 1.12381
N 1.13613 -0.00763 -1.63698
N -0.53451 -1.90388 -3.80072
N 1.37814 0.53447 0.56798
N -0.55687 0.46797 2.09309
H -1.15103 1.69437 4.06111
H -2.39458 -0.82695 2.76812
H -1.03050 0.10022 -1.22157
H 2.84302 0.92451 -0.99795
H -0.53363 -1.90177 -4.79408
H 2.13583 0.65654 1.24297
```

Properties
Total energy = -450.298117 Eh
LUMO (spin up / spin down) = -10.05 / -9.44 eV
Net charge = +2

no.,F_max (eV/A)
1,2.05
2,4.25
3,2.55
4,2.45
5,3.93